[1]
Below is a structure of composition C22H37N2NaO5S, with properties calculated with wB97M-V/def2-TZVPD.

Results
**Multiplicity**: 1
**Highest occupied orbital energy**: -7.501 eV
**Total energy**: -1906.70717 Eh
**Kohn-Sham gap**: 7.71 eV

```
68
Properties=species:S:1:pos:R:3:forces:R:3
S -0.904 1.962 0.595 0.44 0.27 0.41
Na 1.225 0.346 1.133 -0.01 -0.07 0.03
O 1.744 -0.556 3.188 0.14 0.53 0.16
O 0.504 -0.478 -0.767 -0.11 0.06 -0.80
O 2.126 2.288 3.177 -0.41 0.36 -0.48
O -0.094 -1.778 1.789 -0.32 -0.46 0.56
O 3.481 0.278 0.294 -0.14 0.41 0.20
N -3.090 1.635 -0.862 0.31 0.64 0.88
N -1.340 0.537 -1.703 -0.68 0.42 -0.75
C 3.562 0.204 -2.076 -0.21 -0.93 -0.09
C 0.669 -1.090 3.952 0.84 -0.36 0.46
C -3.885 0.952 -1.863 -0.16 -0.30 -0.08
C -0.818 -0.717 -4.179 0.05 -1.38 0.02
C -4.720 1.873 1.006 -0.38 0.76 -0.10
C -0.811 -1.612 -5.248 -0.07 0.18 0.04
C 0.678 -3.043 -4.031 0.79 -0.72 0.22
C 2.253 1.536 4.358 -1.15 -0.33 -0.41
C 3.735 -1.066 -0.122 -0.33 0.16 0.13
C 0.709 -2.119 -2.995 0.38 -0.83 0.45
C -0.125 -1.033 -3.009 -0.04 1.31 0.23
C -4.060 -0.569 -1.648 -0.72 0.60 0.16
C -3.780 2.609 0.027 -0.22 -0.97 -0.39
C 1.335 3.467 3.287 1.32 0.41 -0.46
C 3.183 1.076 -0.880 -0.24 -0.42 -0.03
C -0.282 -0.222 -1.711 1.18 -1.18 0.22
C -0.090 -2.803 -5.148 -0.34 0.10 -0.58
C -0.523 -1.343 3.067 0.15 1.03 -0.81
C -1.174 -2.209 0.962 0.33 0.32 0.15
C -1.766 1.320 -0.721 -0.90 0.31 0.22
C 4.397 -0.937 -1.469 0.48 0.06 -0.08
C 2.734 0.174 3.926 -0.10 -0.06 -0.30
H 4.090 0.708 -2.861 0.28 0.47 -0.31
H 5.463 -0.669 -1.374 -0.34 -0.17 -0.09
H 3.742 2.002 -0.788 0.13 0.06 -0.08
H -0.691 -2.531 0.039 -0.48 0.31 -0.08
H 3.087 -0.375 4.798 -0.01 -0.32 0.02
H 2.688 -0.289 -2.536 0.11 0.57 0.29
H 1.265 1.469 4.864 0.46 0.03 -0.08
H -3.410 1.059 -2.828 0.04 0.36 -0.38
H -1.907 -1.407 0.873 0.17 0.39 -0.64
H 1.406 4.021 2.333 -0.01 -0.41 0.50
H 4.227 -1.590 0.700 0.35 0.16 -0.24
H 0.382 -0.398 4.752 -0.07 -0.12 -0.04
H 2.965 1.958 5.048 0.40 0.43 0.37
H 4.270 -1.847 -2.064 0.31 0.11 0.12
H -4.203 -0.754 -0.586 -0.17 -0.17 0.12
H -0.137 -3.535 -5.955 0.04 0.18 0.19
H -5.344 2.565 1.596 0.18 0.05 -0.39
H 2.781 -1.539 -0.285 -0.61 -0.48 0.03
H -4.324 3.324 -0.606 -0.01 -0.27 0.06
H -3.014 3.157 0.560 0.01 0.01 0.08
H -4.980 -0.826 -2.184 0.12 -0.34 0.14
H 3.565 0.338 3.222 -0.22 -0.23 0.24
H -1.768 -3.021 1.367 0.30 -0.60 0.53
H 2.108 1.294 -0.917 0.21 0.14 0.07
H 1.712 4.083 4.093 0.33 0.41 0.20
H -3.245 -1.206 -1.989 0.07 0.40 -0.14
H -1.447 0.131 -4.200 -0.48 0.88 0.01
H -5.413 1.193 0.493 0.29 0.09 0.08
H -4.862 1.474 -1.871 0.42 -0.46 -0.07
H 1.257 -3.982 -3.951 -0.31 0.69 -0.09
H 1.035 -2.014 4.422 -0.14 0.02 -0.04
H -4.147 1.343 1.750 0.34 -0.48 0.04
H 0.315 3.297 3.519 -1.18 -0.66 0.02
H -1.085 -0.399 2.965 -0.01 -0.08 -0.19
H -1.413 -1.402 -6.139 0.29 -0.07 0.33
H 1.340 -2.262 -2.116 -0.28 -0.16 -0.17
H -1.183 -2.048 3.528 -0.42 -0.66 0.39
```
Positions in Å, forces in eV/Å.

[2]
Below is a structure of composition C22H38AsBClN8O4Si2Tc, with properties calculated with wB97M-V/def2-TZVPD.

Results
**Multiplicity**: 3
**Highest occupied orbital energy (spin up / spin down)**: -13.761 / -13.761 eV
**Total energy**: -4980.21664 Eh
**<S²>**: 2.0578
**Kohn-Sham gap (spin up / spin down)**: 5.60 / 5.38 eV
**Net charge**: +2

```
78
Properties=species:S:1:pos:R:3:forces:R:3
Tc 0.118 0.100 -0.068 -0.29 0.23 -0.26
As -0.374 0.125 2.360 0.23 0.04 0.39
Cl -2.097 1.659 0.310 -0.17 -0.04 0.05
Si -0.258 3.399 3.184 0.03 -0.01 0.13
Si -0.933 -1.007 4.554 0.05 -0.16 -0.14
O -0.460 1.660 3.078 -0.01 -0.05 -0.20
O -1.993 0.368 -0.503 0.18 -0.01 -0.14
O -0.628 2.125 0.163 0.12 -0.13 0.02
O -2.977 2.581 -0.310 0.05 0.03 -0.08
N 2.159 -0.188 0.235 0.00 0.01 0.04
N 0.137 -1.848 -0.604 -0.24 0.05 0.01
N 1.065 -2.302 -1.482 0.06 0.02 0.09
N 1.575 -0.137 -2.662 -0.08 -0.06 0.06
N 3.075 -2.107 -2.958 0.02 0.01 -0.09
N 4.361 -2.488 -2.721 0.00 0.01 0.13
N 0.562 0.561 -2.067 -0.04 0.00 -0.03
N 2.917 -0.834 -0.707 0.07 -0.01 0.00
C 4.260 -0.386 0.986 0.00 -0.05 -0.01
C 0.475 -0.387 5.581 0.02 0.05 -0.03
C 3.708 -3.262 -4.731 -0.02 0.00 0.02
C 0.188 1.531 -2.946 -0.01 -0.03 0.00
C -2.583 -0.247 4.881 -0.03 0.07 -0.08
C 0.774 -3.561 -1.804 0.01 -0.02 0.01
C 0.263 3.596 4.949 -0.04 0.05 0.01
C 2.564 0.681 2.558 -0.02 0.03 -0.09
C 4.750 -3.177 -3.777 0.01 0.01 0.02
C 0.994 1.452 -4.071 0.00 -0.02 -0.01
C -0.770 -2.834 -0.405 0.05 -0.05 0.06
C -0.385 -3.940 -1.139 0.01 0.00 -0.02
C 1.848 0.392 -3.854 0.04 0.07 -0.02
C 6.127 -3.748 -3.867 0.00 0.01 0.02
C -1.947 4.097 2.895 0.00 -0.05 0.01
C -0.927 -2.824 4.213 -0.01 0.00 0.00
C -0.928 2.502 -2.783 0.00 0.00 0.01
C 1.051 4.020 2.023 0.03 -0.06 -0.02
C 2.667 -2.575 -4.175 -0.02 -0.02 -0.03
C -1.956 -2.666 0.479 -0.04 -0.02 -0.04
C 4.170 -0.955 -0.274 -0.02 0.02 -0.02
C 2.989 0.059 1.280 0.02 0.05 0.00
B 2.221 -1.363 -1.983 0.02 -0.02 0.02
H 6.313 -4.441 -3.046 0.00 0.00 0.00
H 0.343 4.661 5.185 0.01 0.00 0.01
H -0.015 -3.148 3.708 -0.01 -0.01 0.00
H -2.676 -1.970 0.049 0.02 0.00 0.01
H 0.193 -0.476 6.635 0.00 -0.04 0.01
H -0.977 -3.366 5.161 0.00 0.02 0.02
H -1.883 5.187 2.946 0.01 0.01 0.03
H 6.260 -4.283 -4.804 0.00 0.00 0.00
H -3.339 -0.611 4.183 -0.02 0.01 0.02
H -1.792 -3.127 3.623 0.01 -0.03 0.00
H 0.840 5.075 1.824 0.01 0.01 0.01
H -2.390 3.859 1.930 0.00 0.03 -0.04
H 2.044 3.975 2.473 0.00 0.00 0.01
H 6.877 -2.959 -3.814 0.00 0.00 -0.01
H 2.627 -0.020 -4.474 -0.01 0.01 0.01
H 5.135 -0.313 1.607 0.01 -0.01 0.00
H -1.859 2.005 -2.524 -0.01 -0.01 0.00
H -2.544 0.841 4.831 -0.01 0.01 0.02
H 4.895 -1.451 -0.898 0.02 -0.03 -0.02
H 0.942 2.082 -4.941 0.00 0.00 0.00
H 1.405 -4.116 -2.478 0.01 0.01 -0.01
H 1.890 0.012 3.120 0.03 -0.04 0.06
H -2.449 -3.625 0.620 0.00 0.00 0.01
H 0.690 0.666 5.394 -0.01 -0.01 0.03
H 1.237 3.150 5.157 0.01 -0.02 -0.03
H 3.732 -3.757 -5.686 -0.01 0.00 -0.01
H 2.084 1.647 2.423 -0.01 0.05 -0.01
H -0.712 3.255 -2.029 0.00 0.01 0.02
H -1.075 3.009 -3.734 0.00 0.01 0.01
H -2.904 -0.523 5.889 0.01 -0.03 0.01
H 3.432 0.816 3.202 -0.01 0.01 0.03
H 1.075 3.519 1.057 -0.01 0.01 0.00
H -1.660 -2.301 1.466 -0.02 0.02 0.04
H -0.880 -4.895 -1.187 -0.01 0.00 0.00
H -0.473 3.168 5.633 0.00 0.00 0.02
H 1.378 -0.979 5.427 0.01 0.01 0.01
H -2.632 3.775 3.681 -0.02 0.00 -0.02
H 1.674 -2.382 -4.551 0.00 -0.01 0.00
```
Positions in Å, forces in eV/Å.

[3]
Below is a structure of composition C22H38CuP2, with properties calculated with wB97M-V/def2-TZVPD.

Results
**Energy relative to the best compared isomer or geometry (same formula, charge and spin)**: 0.0 kcal per mole
**Multiplicity**: 2
**Highest occupied orbital energy (spin up / spin down)**: -5.891 / -5.891 eV
**Total energy**: -3183.97484 Eh
**<S²>**: 0.7866
**Kohn-Sham gap (spin up / spin down)**: 6.69 / 4.55 eV

```
63
Properties=species:S:1:pos:R:3:forces:R:3
Cu -0.851 3.727 1.231 0.45 0.33 -0.13
P -0.972 -3.250 -0.739 1.67 -0.31 -2.11
P 2.268 -2.346 -1.893 -0.83 -0.87 0.70
C -2.269 4.398 2.623 -0.72 -0.46 0.32
C -1.929 7.147 3.171 -0.16 -0.36 0.18
C -0.716 -4.217 0.794 -0.35 -0.11 0.10
C -1.425 -0.922 -0.034 0.43 1.69 3.39
C -2.796 5.392 1.735 0.24 0.00 0.52
C 1.618 0.258 -1.391 0.16 1.42 1.22
C -2.649 6.742 2.045 0.05 -0.02 -0.37
C 0.280 -0.330 -1.727 -0.34 -0.46 -0.83
C 1.839 -0.387 1.059 0.36 -1.20 0.40
C 2.078 -2.059 -3.686 0.58 -0.33 -0.29
C 0.102 -4.230 -1.908 -0.46 -0.77 0.26
C -1.692 4.829 3.863 0.31 0.44 -0.42
C 2.325 0.155 -0.238 -1.03 2.22 -0.92
C -0.602 -1.263 1.026 -1.73 1.25 0.14
C 4.037 -2.524 -1.583 0.35 -0.50 -0.74
C -1.024 0.142 -1.042 0.16 -1.02 -1.00
C -2.308 2.994 2.278 -0.64 0.33 0.33
C -2.614 -3.730 -1.303 -0.13 -0.79 0.13
C 0.753 3.853 0.204 -0.12 -0.03 -0.06
C 0.845 -1.563 0.928 0.61 0.10 0.75
C -1.486 6.183 4.098 -0.06 -0.27 -0.18
C 1.629 -4.078 -1.740 0.46 -0.23 -0.69
H -0.191 -5.272 -1.696 0.31 -0.09 -0.58
H -1.329 -3.789 1.599 0.21 -0.23 -0.13
H 1.077 -2.291 1.726 -0.04 0.41 -0.11
H 3.218 0.789 -0.152 -0.22 -0.33 -0.19
H 4.471 -3.137 -2.385 0.42 0.06 0.31
H 1.565 3.977 0.927 0.16 -0.03 -0.29
H 1.976 0.993 -2.129 0.27 -0.61 0.19
H 0.850 2.908 -0.336 0.35 0.15 -0.10
H -3.079 7.491 1.374 0.25 -0.23 0.18
H -0.902 1.148 -0.593 -0.26 -0.67 0.06
H 4.178 -3.009 -0.609 0.02 0.14 -0.24
H -1.877 2.290 2.985 -0.29 -0.03 -0.07
H -0.224 -3.970 -2.931 0.18 -0.15 0.36
H 4.492 -1.527 -1.573 -0.02 -0.26 0.02
H 0.139 -0.254 -2.817 0.11 0.23 0.26
H -0.975 6.505 5.005 -0.15 -0.09 -0.18
H -1.729 8.203 3.348 -0.15 -0.27 -0.02
H 0.289 -1.435 -1.559 0.01 1.12 -0.19
H -1.816 0.195 -1.816 0.38 0.19 0.34
H 2.145 -4.617 -2.550 -0.22 -0.53 0.32
H 2.714 -0.763 1.618 -0.20 0.14 -0.10
H -2.506 -1.105 0.083 0.39 0.45 0.24
H -1.038 -5.245 0.591 0.04 0.06 0.18
H -3.282 5.053 0.820 -0.01 0.23 0.22
H 2.427 -1.044 -3.925 -0.11 -0.29 -0.04
H 1.028 -2.163 -4.001 0.43 0.03 0.22
H -3.369 -3.206 -0.706 0.02 -0.20 -0.20
H 0.712 4.700 -0.488 0.21 -0.16 0.00
H -3.066 2.624 1.579 0.32 0.09 0.25
H 1.401 0.392 1.708 0.19 0.02 -0.42
H -2.705 -3.454 -2.361 -0.09 -0.08 0.28
H -1.077 -1.549 1.974 -0.01 -0.37 -0.58
H 2.701 -2.800 -4.209 -0.19 0.25 -0.28
H 1.975 -4.481 -0.770 -0.16 0.13 -0.38
H 0.338 -4.219 1.109 -0.44 0.04 -0.21
H -2.699 -4.817 -1.176 -0.50 0.11 -0.21
H 1.110 -2.104 -0.017 -0.49 0.38 0.59
H -1.386 4.064 4.579 -0.01 0.32 -0.20
```
Positions in Å, forces in eV/Å.